P.
Formula: C4H6N4
Source: the OMol25 dataset
Level of theory: ωB97M-V/def2-TZVPD

Values from the calculation:
orbital gap = 8.35 eV
highest occupied orbital energy = -8.215 eV

Geometry as ORCA input:
```
! wB97M-V def2-TZVPD RIJCOSX def2/J DEFGRID3
* xyz 0 1
N -0.4958 -1.5202 0.3961
N -1.4120 -0.5917 0.8342
N 0.9179 0.7629 0.1428
N 1.1376 0.7686 -1.1387
C -1.2831 0.7038 0.9487
C 0.3837 -1.4426 -0.7869
C -0.0891 1.7618 0.5286
C 1.3099 -0.6701 -1.4576
H 2.3861 -0.7998 -2.0210
H 0.4551 -2.4739 -1.1179
H -2.1222 1.1138 1.3549
H -0.3970 2.6858 -0.0166
H -1.0033 -2.4398 0.7316
H 0.2123 2.1414 1.6018
*
```

Q.
Formula: C4H6N4
Source: the OMol25 dataset
Level of theory: ωB97M-V/def2-TZVPD

Values from the calculation:
orbital gap = 8.67 eV
highest occupied orbital energy = -8.266 eV

Geometry as ORCA input:
```
! wB97M-V def2-TZVPD RIJCOSX def2/J DEFGRID3
* xyz 0 1
N -0.0474 1.9558 0.2749
N 1.7468 -0.8732 -0.8904
N 0.6846 -0.1556 -0.3917
N -1.0961 1.3694 1.0093
C 0.7981 1.2224 -0.3633
C -0.7165 -2.0786 -0.1045
C -1.3216 0.1038 0.7386
C -0.4187 -0.8097 0.0760
H 0.0714 -2.7900 -0.4493
H -1.7544 -2.2530 0.2303
H -2.2661 -0.3467 1.1170
H 1.6531 1.5764 -0.9483
H 1.7366 -1.7462 -0.1972
H 1.4953 -1.1426 -1.8473
*
```

R.
Formula: C4H6N4
Source: the OMol25 dataset
Level of theory: ωB97M-V/def2-TZVPD

Values from the calculation:
orbital gap = 9.98 eV
highest occupied orbital energy = -9.594 eV

Geometry as ORCA input:
```
! wB97M-V def2-TZVPD RIJCOSX def2/J DEFGRID3
* xyz 0 1
N 0.4499 -0.8341 0.0128
N -2.9690 -0.9713 0.0464
N -0.8783 -0.4187 -0.1047
N -1.7906 -1.3803 -0.1397
C -1.5613 0.8181 -0.0537
C 1.3350 0.0973 -0.1420
C 2.7310 -0.3523 0.1034
C -2.9103 0.4306 0.0576
H 1.1084 1.1240 -0.5063
H 3.4310 -0.0419 -0.7708
H -0.9923 1.7272 -0.1154
H 3.0840 0.2075 0.9954
H 2.6982 -1.4425 0.2390
H -3.7357 1.0365 0.3781
*
```

S.
Formula: C4H6N4
Source: the OMol25 dataset
Level of theory: ωB97M-V/def2-TZVPD

Values from the calculation:
orbital gap = 10.92 eV
highest occupied orbital energy = -9.835 eV

Geometry as ORCA input:
```
! wB97M-V def2-TZVPD RIJCOSX def2/J DEFGRID3
* xyz 0 1
N 1.4735 1.1744 -0.1682
N 2.8019 0.4123 -0.1216
N 0.9301 -0.8612 0.1801
N -0.8583 0.6056 -0.2374
C -1.7028 -0.3134 -0.8220
C 2.3679 -0.7393 -0.0058
C 0.5320 0.2891 0.0500
C -1.8798 0.1350 0.6895
H -2.4573 -0.0935 -1.6005
H -1.7657 -0.6425 1.4780
H -2.5803 0.9484 1.2605
H 1.4163 2.1862 0.0075
H 3.1375 -1.6608 0.1643
H -1.4150 -1.4402 -0.8744
*
```

R wins, 0.0184 hartree ahead of the next structure.

P.
Formula: C4H6N4
Source: the OMol25 dataset
Level of theory: ωB97M-V/def2-TZVPD

Values from the calculation:
orbital gap = 10.00 eV
highest occupied orbital energy = -9.065 eV

Geometry as ORCA input:
```
! wB97M-V def2-TZVPD RIJCOSX def2/J DEFGRID3
* xyz 0 1
N -0.5706 -1.0633 0.1808
N 0.0256 0.1261 0.4058
N 1.9444 -1.1418 0.0239
N 2.2506 1.0848 -0.1698
C -2.2508 0.4872 -0.1134
C -1.0571 1.0908 0.1906
C -1.8835 -0.9135 -0.0697
C 1.4717 0.0706 -0.0031
H 3.0669 -1.3732 0.2007
H 1.9261 2.0920 -0.1078
H 1.2997 -1.9006 -0.2084
H -0.5654 2.0299 0.4463
H -2.3868 -1.7243 -0.4011
H -3.2708 1.1354 -0.3750
*
```

Q.
Formula: C4H6N4
Source: the OMol25 dataset
Level of theory: ωB97M-V/def2-TZVPD

Values from the calculation:
orbital gap = 7.72 eV
highest occupied orbital energy = -7.889 eV

Geometry as ORCA input:
```
! wB97M-V def2-TZVPD RIJCOSX def2/J DEFGRID3
* xyz 0 1
N 0.4791 1.3811 -0.0376
N -0.2216 -1.1028 -0.4849
N -0.8318 1.3579 0.0397
N 0.8112 -1.5286 0.2391
C 1.8563 -0.7170 0.0474
C -1.6183 -1.0866 -0.0297
C -1.7693 0.4166 -0.0100
C 1.6366 0.6571 -0.2162
H 0.7497 2.4049 -0.0119
H -2.7893 0.9818 0.2873
H -1.4493 -1.3995 1.0080
H 2.9022 -1.0416 0.1233
H -2.2263 -1.7620 -0.7739
H 2.4706 1.4387 -0.1805
*
```

P wins, 0.1179 hartree ahead of the next structure.